No. 1
{
  "formula": "C38H47N5O2SSeSiTa",
  "method": "ωB97M-V with the def2-TZVPD basis set",
  "elements": ["Ta", "C", "N", "C", "C", "C", "C", "C", "C", "N", "C", "C", "C", "C", "C", "C", "N", "C", "C", "C", "C", "C", "N", "H", "H", "H", "H", "H", "H", "H", "H", "H", "H", "H", "H", "H", "H", "H", "H", "H", "H", "N", "C", "O", "C", "C", "H", "H", "H", "H", "H", "H", "C", "Si", "C", "C", "Se", "H", "H", "H", "H", "H", "H", "H", "H", "H", "O", "S", "C", "C", "C", "C", "C", "C", "C", "C", "C", "C", "C", "C", "C", "C", "H", "H", "H", "H", "H", "H", "H", "H", "H", "H", "H", "H", "H", "H"],
  "positions_angstrom": [[0.397, -0.218, 0.092], [-1.064, 2.568, 1.419], [-1.475, 1.160, 1.337], [-1.565, 0.550, 2.672], [-1.929, -0.902, 2.544], [-2.590, -1.581, 3.553], [-2.927, -2.913, 3.356], [-2.601, -3.519, 2.152], [-1.920, -2.774, 1.206], [-1.586, -1.497, 1.399], [-2.810, 1.129, 0.718], [-2.767, 1.536, -0.724], [-3.926, 1.973, -1.351], [-3.873, 2.315, -2.690], [-2.648, 2.237, -3.342], [-1.549, 1.799, -2.629], [-1.595, 1.430, -1.343], [0.382, 2.760, 1.730], [0.824, 3.901, 2.382], [2.181, 4.073, 2.593], [3.058, 3.096, 2.140], [2.541, 1.995, 1.489], [1.226, 1.827, 1.290], [-1.684, 3.109, 2.141], [-1.243, 3.013, 0.437], [-2.312, 1.063, 3.287], [-0.599, 0.650, 3.173], [-2.846, -1.080, 4.477], [-3.446, -3.466, 4.127], [-2.875, -4.544, 1.946], [-1.628, -3.207, 0.257], [-3.493, 1.784, 1.271], [-3.219, 0.121, 0.778], [-4.852, 2.032, -0.794], [-4.761, 2.650, -3.209], [-2.546, 2.514, -4.381], [-0.579, 1.754, -3.109], [0.112, 4.646, 2.709], [2.547, 4.957, 3.097], [4.124, 3.184, 2.288], [3.195, 1.220, 1.111], [-0.621, -1.109, -3.836], [-0.043, -0.686, -2.737], [-0.451, -1.088, -1.600], [1.127, 0.246, -2.829], [1.280, 1.066, -1.537], [-1.369, -1.787, -3.803], [-0.315, -0.795, -4.743], [1.071, 0.864, -3.729], [1.998, -0.404, -2.943], [0.619, 1.937, -1.580], [2.294, 1.456, -1.471], [1.315, -2.793, 5.161], [2.588, -3.007, 3.824], [4.192, -2.067, 3.974], [2.504, -4.553, 2.786], [1.435, -1.209, 1.987], [1.602, -3.373, 6.043], [0.336, -3.141, 4.830], [1.235, -1.746, 5.458], [4.551, -2.077, 5.006], [4.031, -1.026, 3.688], [4.981, -2.483, 3.348], [2.951, -5.389, 3.333], [3.037, -4.447, 1.841], [1.468, -4.817, 2.570], [2.107, -1.748, -1.069], [3.055, -2.913, -0.767], [4.482, -2.285, 0.189], [5.326, -1.172, -0.365], [4.769, -0.029, -0.933], [5.572, 1.044, -1.295], [6.942, 0.990, -1.078], [7.508, -0.153, -0.531], [6.706, -1.230, -0.185], [3.970, -3.240, -2.310], [4.889, -4.397, -2.024], [4.362, -5.631, -1.644], [5.204, -6.695, -1.360], [6.580, -6.533, -1.450], [7.110, -5.310, -1.834], [6.269, -4.243, -2.114], [5.086, -3.179, 0.360], [4.035, -1.973, 1.132], [3.702, 0.003, -1.106], [5.131, 1.929, -1.737], [7.569, 1.830, -1.342], [8.576, -0.203, -0.366], [7.150, -2.125, 0.235], [4.514, -2.336, -2.583], [3.226, -3.477, -3.071], [3.287, -5.764, -1.588], [4.784, -7.650, -1.076], [7.235, -7.364, -1.226], [8.181, -5.184, -1.919], [6.687, -3.291, -2.423]],
  "forces_ev_per_angstrom": [[-0.58, 1.38, 1.06], [-0.03, 0.32, -0.11], [0.89, -0.58, -0.37], [0.04, 0.00, 0.30], [-0.01, -0.07, 0.09], [-0.03, -0.04, 0.00], [0.06, -0.01, -0.02], [-0.02, 0.04, 0.01], [0.05, -0.10, -0.16], [0.61, 0.20, -0.72], [-0.18, -0.14, -0.22], [-0.19, -0.03, -0.07], [0.02, -0.03, -0.05], [0.04, -0.01, 0.05], [-0.02, -0.03, 0.04], [-0.06, 0.16, -0.16], [-0.23, -0.07, 0.15], [-0.02, 0.05, 0.12], [0.07, -0.02, 0.01], [-0.04, 0.00, -0.03], [-0.07, 0.01, -0.01], [0.24, -0.02, -0.04], [-0.39, -1.02, -0.84], [-0.01, -0.05, 0.01], [-0.05, 0.05, 0.10], [-0.02, 0.05, -0.06], [0.00, 0.03, -0.03], [-0.02, 0.06, -0.04], [-0.03, 0.01, 0.00], [0.03, -0.01, -0.02], [-0.01, -0.01, 0.01], [0.07, 0.02, 0.04], [0.03, 0.01, 0.05], [0.00, 0.04, -0.01], [0.01, 0.01, -0.02], [0.01, 0.03, 0.00], [-0.30, 0.18, 0.02], [-0.02, -0.03, 0.03], [0.02, -0.01, 0.01], [0.01, -0.01, -0.04], [-0.02, -0.02, -0.01], [-0.13, -0.23, 0.28], [0.33, 0.03, -0.79], [0.20, -0.05, 0.71], [0.29, 0.02, 0.13], [-0.16, -0.75, 0.24], [-0.03, 0.02, 0.05], [0.08, 0.03, 0.00], [0.01, -0.09, -0.04], [-0.04, -0.02, -0.03], [0.26, -0.10, 0.27], [0.05, -0.17, 0.22], [0.20, 0.08, -0.37], [-0.17, 0.17, -0.39], [-0.28, -0.24, -0.02], [-0.02, 0.37, 0.22], [0.22, -0.15, -0.15], [0.07, -0.03, -0.01], [0.02, -0.04, -0.02], [0.05, -0.01, 0.04], [-0.09, -0.02, 0.05], [0.03, 0.00, 0.07], [-0.05, -0.04, -0.05], [0.04, 0.03, 0.06], [0.06, 0.03, 0.04], [-0.01, 0.03, 0.04], [-0.72, 0.86, 0.14], [0.53, 0.12, 0.05], [-0.23, -0.01, -0.07], [0.08, 0.11, 0.00], [-0.06, -0.01, -0.02], [-0.02, -0.01, 0.02], [0.04, 0.01, -0.03], [0.02, 0.01, 0.00], [-0.09, -0.10, 0.02], [-0.15, -0.12, 0.09], [0.03, -0.11, 0.03], [-0.01, 0.06, -0.06], [-0.03, 0.00, 0.04], [-0.02, -0.01, 0.02], [0.04, 0.01, 0.04], [-0.03, 0.08, -0.04], [-0.05, -0.03, 0.06], [-0.04, -0.09, 0.11], [0.01, 0.03, 0.05], [0.01, -0.02, -0.02], [-0.01, -0.01, -0.01], [0.00, -0.01, -0.03], [0.03, 0.03, 0.02], [-0.06, 0.04, 0.00], [-0.08, 0.03, 0.06], [0.00, -0.04, -0.01], [0.02, -0.01, -0.01], [0.02, 0.00, -0.03], [0.00, -0.01, -0.02], [0.00, -0.01, 0.01]],
  "lowdin_charge": [1.6111, -0.1115, -0.2154, -0.1405, -0.3219, 0.0159, -0.0101, -0.0182, -0.1103, -0.0289, -0.1093, -0.2591, 0.0190, -0.0046, -0.0096, -0.1235, 0.0653, -0.2508, 0.0234, 0.0028, -0.0074, -0.1406, -0.0334, 0.1513, 0.1391, 0.1494, 0.1093, 0.1343, 0.1303, 0.1241, 0.1203, 0.1532, 0.1351, 0.1341, 0.1311, 0.1244, 0.0913, 0.1351, 0.1329, 0.1266, 0.0862, 0.2753, -0.4928, -0.1611, -0.1906, -0.2604, 0.1564, 0.1526, 0.1302, 0.1186, 0.0423, 0.0564, -0.1868, 0.6318, -0.1886, -0.1777, 0.4549, 0.0599, 0.0336, 0.0454, 0.0563, 0.0270, 0.0423, 0.0605, 0.0118, 0.0452, -0.6898, 1.0011, -0.2842, -0.2706, -0.0720, -0.0632, -0.0561, -0.0450, -0.0352, -0.2459, -0.3117, -0.0621, -0.0571, -0.0529, -0.0493, -0.0429, 0.1034, 0.0212, 0.0604, 0.1096, 0.1174, 0.1198, 0.1223, 0.1008, 0.1099, 0.1102, 0.1147, 0.1175, 0.1174, 0.1192],
  "e_lumo_ev": -8.81,
  "homo_ev": -15.3,
  "total_charge": 3,
  "de_lowest_ev": 2.7428,
  "e_tot_ev": -137304.7985
}

=====

No. 2
{
  "formula": "C38H47N7O3",
  "method": "ωB97M-V with the def2-TZVPD basis set",
  "elements": ["C", "C", "C", "N", "C", "C", "H", "H", "H", "H", "H", "C", "C", "C", "N", "C", "C", "H", "H", "H", "H", "H", "C", "C", "C", "N", "C", "C", "H", "H", "H", "H", "H", "C", "C", "C", "N", "C", "C", "H", "H", "H", "H", "H", "C", "C", "C", "N", "C", "C", "H", "H", "H", "H", "H", "C", "C", "C", "N", "C", "C", "H", "H", "H", "H", "H", "C", "C", "C", "N", "C", "C", "H", "H", "H", "H", "H", "C", "O", "H", "H", "H", "H", "C", "O", "H", "H", "H", "H", "C", "O", "H", "H", "H", "H"],
  "positions_angstrom": [[-0.459, 7.100, -0.398], [-1.046, 5.832, -0.167], [-0.186, 4.709, -0.310], [1.133, 4.799, -0.534], [1.608, 5.973, -0.863], [0.898, 7.149, -0.791], [-1.116, 7.944, -0.223], [-2.052, 5.805, 0.182], [-0.498, 3.676, -0.213], [2.720, 5.993, -1.031], [1.384, 8.091, -1.049], [3.614, 0.910, -0.334], [4.240, 1.682, 0.626], [4.205, 1.226, 1.949], [3.691, 0.062, 2.372], [3.269, -0.749, 1.391], [3.051, -0.357, 0.081], [3.696, 1.127, -1.375], [4.911, 2.440, 0.192], [4.561, 1.831, 2.771], [2.959, -1.747, 1.757], [2.614, -1.054, -0.620], [0.537, 1.355, 4.673], [0.657, 2.441, 3.769], [0.540, 2.236, 2.397], [0.361, 1.033, 1.901], [0.092, 0.033, 2.766], [0.195, 0.136, 4.142], [0.627, 1.434, 5.807], [0.842, 3.511, 4.148], [0.744, 3.056, 1.719], [-0.204, -0.944, 2.280], [0.006, -0.728, 4.733], [-3.066, 0.092, -4.232], [-3.186, 0.277, -5.580], [-4.113, -0.519, -6.302], [-4.910, -1.418, -5.725], [-4.763, -1.511, -4.440], [-3.865, -0.807, -3.640], [-2.350, 0.722, -3.678], [-2.493, 0.883, -6.138], [-4.269, -0.412, -7.429], [-5.491, -2.236, -3.984], [-3.868, -1.040, -2.569], [0.314, -3.265, -4.913], [1.175, -4.182, -4.328], [2.438, -3.774, -3.925], [2.919, -2.591, -4.142], [2.139, -1.698, -4.691], [0.814, -1.987, -5.075], [-0.687, -3.404, -5.188], [0.760, -5.152, -4.201], [3.236, -4.492, -3.675], [2.468, -0.642, -4.788], [0.102, -1.214, -5.272], [4.041, -2.647, 3.917], [2.865, -2.317, 4.651], [1.689, -2.991, 4.225], [1.719, -3.880, 3.197], [2.857, -4.227, 2.657], [4.050, -3.673, 2.987], [4.957, -2.197, 4.273], [3.065, -1.533, 5.362], [0.666, -2.941, 4.720], [2.728, -4.961, 1.882], [4.933, -3.889, 2.374], [-4.029, 2.835, 1.012], [-3.777, 2.106, -0.139], [-3.308, 0.829, -0.020], [-2.919, 0.228, 1.088], [-3.180, 0.950, 2.172], [-3.697, 2.225, 2.171], [-4.374, 3.837, 0.989], [-4.043, 2.514, -1.081], [-3.039, 0.321, -0.931], [-2.857, 0.456, 3.068], [-3.804, 2.852, 3.103], [-2.430, -4.398, 3.937], [-1.262, -3.666, 3.776], [-2.250, -5.454, 4.198], [-2.923, -3.977, 4.806], [-3.080, -4.417, 3.062], [-0.644, -3.971, 3.113], [-0.888, -2.334, -0.243], [-1.288, -1.901, -1.506], [-1.617, -2.012, 0.510], [-0.899, -3.432, -0.405], [0.183, -1.997, 0.098], [-1.173, -0.957, -1.614], [0.681, 1.174, -1.879], [-0.447, 1.137, -1.029], [1.420, 0.497, -1.600], [0.386, 0.769, -2.841], [1.069, 2.217, -1.852], [-0.280, 1.189, -0.044]],
  "forces_ev_per_angstrom": [[0.21, -1.48, 0.09], [2.47, 0.32, -0.52], [-0.33, 0.48, 0.46], [-1.20, -0.86, -0.58], [2.21, 0.67, 0.59], [-1.37, 0.95, -0.10], [0.47, 0.32, -0.24], [-0.58, -0.48, -0.03], [-0.56, 0.10, 0.22], [-1.21, 0.14, -0.10], [-0.18, -0.24, 0.17], [-0.51, -2.51, 1.40], [0.56, -0.60, -1.06], [-0.36, 0.19, 0.82], [0.88, 0.62, -1.25], [-1.52, -0.50, 0.49], [1.43, 1.38, -0.16], [-0.22, 0.36, -0.52], [-0.60, 0.19, 1.07], [0.30, 0.30, -0.11], [0.10, 0.64, -0.55], [0.01, 0.07, -0.07], [-0.07, 1.31, 0.82], [0.20, 1.38, 1.67], [1.01, 0.29, 1.22], [-1.21, -1.06, -0.19], [0.04, -1.00, -1.56], [-0.03, 0.10, -0.83], [-0.01, 0.28, -1.78], [-0.23, -1.86, -0.56], [-0.16, -0.02, -0.14], [0.44, 1.16, 0.69], [-0.09, -0.44, 0.43], [1.63, 1.85, 0.33], [-0.63, -1.16, -2.23], [0.39, 0.91, -1.29], [0.36, 0.83, -1.41], [-1.39, -1.60, 2.26], [-1.55, -1.70, 1.39], [-0.32, -0.51, -0.11], [-0.10, 0.43, -0.01], [0.53, -0.02, 1.65], [0.96, 0.68, -0.07], [0.19, 0.25, -0.48], [1.96, 1.05, 0.60], [-0.97, 0.20, -0.24], [0.50, -2.58, -0.89], [1.34, 1.72, 0.05], [-1.96, 1.47, -0.42], [0.58, 0.20, 0.86], [-1.21, -0.81, -0.19], [0.35, -0.91, 0.36], [-0.85, 0.01, 0.59], [0.17, -0.87, 0.06], [0.03, 0.59, -0.71], [-0.67, -0.46, 1.60], [0.67, -1.28, -2.21], [-0.05, 0.02, 0.60], [-1.46, 0.73, 1.79], [-0.85, -0.50, -0.86], [1.49, 1.10, -0.38], [0.13, 0.21, -0.44], [-1.01, -0.01, 0.42], [1.56, 0.36, -0.68], [0.42, -0.28, -0.34], [-0.20, -0.12, 0.58], [0.53, -0.50, -1.32], [-1.10, 0.65, 0.53], [1.23, -0.51, -1.62], [-0.82, 0.43, 0.34], [0.78, -0.73, 0.64], [-0.16, 1.26, 2.75], [-0.38, 0.71, -0.06], [0.04, 0.15, -0.84], [-0.22, -0.32, -0.24], [-0.06, 0.12, 0.67], [0.16, -1.23, -0.79], [-0.14, -1.16, 0.21], [0.43, 1.09, 0.31], [0.19, 0.12, -0.08], [-0.38, 0.19, -0.09], [-0.12, 0.34, -0.06], [0.09, -0.55, -0.29], [1.26, -0.51, 0.61], [-0.04, 0.37, -1.13], [0.25, -0.22, 0.13], [0.21, 0.51, 0.88], [-1.75, -0.50, -0.76], [0.15, 0.53, 0.35], [-0.81, 1.49, 0.46], [-1.02, -0.37, 0.84], [1.41, -0.98, 0.92], [-0.36, 0.68, -0.49], [0.07, -0.71, -0.70], [0.61, -0.34, -1.17]],
  "lowdin_charge": [-0.0630, -0.0426, -0.1371, 0.0481, -0.1910, -0.0757, 0.0993, 0.0820, 0.0801, 0.1210, 0.1013, -0.0701, -0.0743, -0.1517, 0.0765, -0.1626, -0.0545, 0.0962, 0.1104, 0.0969, 0.0853, 0.0930, -0.0680, -0.0631, -0.1611, 0.0641, -0.1391, -0.0926, 0.1295, 0.1248, 0.0878, 0.1153, 0.0844, -0.1140, -0.0778, -0.1433, 0.0444, -0.1799, -0.0819, 0.1160, 0.0948, 0.1217, 0.1210, 0.1001, -0.0653, -0.0578, -0.1776, 0.0399, -0.1600, -0.0682, 0.0931, 0.0916, 0.1125, 0.1097, 0.0849, -0.1002, -0.0416, -0.1279, 0.0472, -0.2011, -0.0968, 0.1030, 0.0961, 0.1032, 0.1064, 0.1162, -0.0864, -0.0585, -0.1702, 0.0990, -0.1546, -0.0880, 0.0971, 0.0987, 0.0754, 0.0984, 0.1263, -0.1754, -0.1466, 0.0796, 0.0768, 0.0759, 0.0462, -0.1833, -0.1406, 0.0512, 0.0846, 0.0954, 0.0274, -0.1394, -0.1753, 0.0096, 0.0725, 0.0869, 0.0591],
  "e_lumo_ev": 0.60,
  "homo_ev": -9.3,
  "smiles": "c1ccncc1.c1ccncc1.c1ccncc1.c1ccncc1.c1ccncc1.c1ccncc1.c1ccncc1.CO.CO.CO",
  "de_lowest_ev": 1.1667,
  "e_tot_ev": -56736.7197
}

=====

Result set for orbital gap: 6.5 9.9 eV, one per record in the order listed.